Entry 1:
DFT (ωB97M-V/def2-TZVPD) results for C48H62N5OP2S5V as an isolated structure.

Geometry as XYZ:
```
124
Properties=species:S:1:pos:R:3:forces:R:3
V 0.2966 -0.4018 0.2659 0.3 -0.3 -0.1
C 4.1357 -2.6808 0.2242 0.0 0.0 0.0
C 4.2100 -1.1886 0.5706 0.0 0.1 -0.1
C 5.5994 -0.8939 1.1392 0.0 0.0 0.0
P 2.6980 -0.7625 1.5620 -0.1 0.1 0.1
C 3.1239 -1.2819 3.3000 0.1 0.0 0.0
C 4.1044 -0.3504 4.0204 -0.1 0.0 0.0
C 1.8910 -1.4382 4.1802 0.0 0.0 0.0
C 2.5392 1.0502 1.7097 0.1 0.1 0.2
C 3.5668 1.9903 1.6485 0.0 -0.1 0.0
C 3.2997 3.3383 1.8115 0.0 0.0 0.0
C 1.9938 3.7711 2.0127 0.1 0.1 0.0
C 0.9565 2.8617 2.0511 0.0 0.0 -0.1
C 1.2294 1.5014 1.9194 -0.2 0.0 0.1
N 0.1714 0.5369 1.9349 0.1 0.0 -0.6
C -0.6474 0.4156 3.0588 0.0 0.0 0.0
C -0.4851 1.1781 4.2183 0.1 0.1 0.1
C -1.2791 0.9355 5.3282 0.0 0.0 0.0
C -2.2349 -0.0717 5.3215 0.0 0.0 0.0
C -2.3924 -0.8346 4.1747 0.1 0.0 0.0
C -1.6231 -0.5870 3.0423 0.0 -0.1 0.0
P -1.7440 -1.4691 1.4735 0.1 0.0 -0.1
C -3.5062 -1.2813 0.9136 0.0 0.0 0.0
C -4.5570 -1.9377 1.8160 0.0 0.0 0.0
C -3.8841 0.1798 0.6988 0.0 0.0 0.0
C -1.6776 -3.2740 1.8761 0.0 0.0 0.0
C -2.1148 -4.1207 0.6769 0.0 0.0 0.0
C -0.3544 -3.7453 2.4709 0.0 0.0 0.0
H 4.9534 -2.9373 -0.4530 0.0 0.0 0.0
H 3.1944 -2.9537 -0.2503 0.1 0.0 0.0
H 4.2617 -3.2940 1.1207 0.0 0.0 0.0
H 4.0922 -0.6058 -0.3498 0.0 -0.1 0.1
H 5.8055 -1.5181 2.0094 0.0 0.0 0.0
H 5.7602 0.1436 1.4180 0.0 0.0 0.0
H 6.3440 -1.1485 0.3818 0.0 0.0 0.0
H 3.5925 -2.2624 3.1595 0.0 0.0 0.0
H 3.6542 0.6328 4.1613 0.0 0.0 0.0
H 5.0483 -0.2156 3.5070 0.1 0.0 0.0
H 4.3164 -0.7585 5.0116 0.0 0.0 0.0
H 1.5032 -0.4620 4.4650 0.0 0.1 0.0
H 2.1571 -1.9619 5.1009 0.0 0.0 0.0
H 1.0935 -1.9801 3.6867 0.0 0.0 0.0
H 4.5825 1.6749 1.4619 0.0 0.0 0.0
H 4.1097 4.0558 1.7684 0.0 0.0 0.0
H 1.7824 4.8276 2.1124 0.0 0.0 0.0
H -0.0737 3.1803 2.1385 0.0 0.0 0.0
H 0.2819 1.9412 4.2696 -0.1 0.0 0.0
H -1.1296 1.5301 6.2213 0.0 0.0 0.0
H -2.8392 -0.2651 6.1970 0.0 0.0 0.0
H -3.1173 -1.6353 4.1698 0.0 -0.1 0.0
H -3.5144 -1.7995 -0.0431 0.0 0.0 0.0
H -4.7247 -1.3510 2.7184 0.0 0.0 0.0
H -4.3373 -2.9650 2.0979 0.0 0.0 0.0
H -5.5028 -1.9499 1.2703 0.0 0.0 0.0
H -3.8889 0.7190 1.6471 0.0 0.0 0.0
H -4.8877 0.2287 0.2693 0.0 0.0 0.0
H -3.1886 0.7146 0.0546 0.0 0.0 0.0
H -2.4289 -3.3856 2.6595 -0.1 0.0 0.1
H -1.4825 -3.9480 -0.1943 0.0 0.0 0.0
H -3.1494 -3.9331 0.3890 0.0 0.0 0.0
H -2.0328 -5.1769 0.9403 0.0 0.0 0.0
H 0.5065 -3.4682 1.8596 0.0 0.0 0.0
H -0.3669 -4.8345 2.5487 0.0 0.0 0.0
H -0.2217 -3.3533 3.4769 0.0 0.0 0.0
S -2.2093 -1.0830 -2.1265 0.0 0.0 0.1
C -1.1146 -2.2011 -2.9429 -0.1 0.0 0.0
C -1.4868 -2.5967 -4.2275 0.0 0.0 -0.1
C -0.7593 -3.5432 -4.9289 0.0 0.0 0.0
C 0.3705 -4.1010 -4.3456 0.0 0.0 0.0
C 0.7489 -3.7111 -3.0715 0.0 0.0 -0.1
C 0.0180 -2.7601 -2.3516 0.1 -0.1 0.0
S 0.6897 -2.4284 -0.7433 -0.1 0.2 0.1
H -2.3608 -2.1397 -4.6749 0.0 0.0 0.0
H -1.0699 -3.8400 -5.9222 0.0 0.0 0.0
H 0.9564 -4.8396 -4.8769 0.0 0.0 0.0
H 1.6263 -4.1508 -2.6126 0.0 0.0 0.0
C -3.0962 3.9502 -0.5061 0.1 0.0 0.1
N -2.9350 4.0660 0.9331 0.0 0.0 -0.2
C -3.2882 5.1846 1.6786 0.0 -0.1 -0.1
C -3.0591 4.8678 2.9660 0.1 -0.2 0.0
N -2.5766 3.5672 2.9428 0.0 0.0 0.1
C -2.4895 3.0356 1.6909 0.0 0.2 0.2
S -0.9599 0.4152 -1.4622 -0.1 0.0 0.0
H -2.8121 4.8850 -0.9896 0.0 0.0 0.0
H -4.1304 3.7149 -0.7578 0.0 0.0 0.0
H -2.4350 3.1559 -0.8540 -0.1 0.1 0.0
H -3.6677 6.0885 1.2361 0.0 0.0 0.0
H -3.1939 5.4397 3.8659 0.0 0.0 0.0
H -2.3238 3.0324 3.7586 0.0 0.1 -0.1
C -1.1763 6.4110 -3.9739 0.0 0.0 0.0
N -0.8458 5.3006 -3.1014 0.0 -0.1 -0.1
C 0.0370 5.3488 -2.0870 -0.1 0.0 -0.1
N 0.5702 6.5617 -1.8267 0.1 -0.1 0.3
S 0.4413 3.9753 -1.2126 0.1 0.2 0.1
H -1.8663 6.0616 -4.7364 0.0 0.0 0.0
H -0.2910 6.8108 -4.4731 0.0 0.0 0.0
H -1.6746 7.2161 -3.4290 0.0 0.0 0.0
H -1.1766 4.3744 -3.3198 0.0 0.1 0.0
H 0.2158 7.4026 -2.2422 0.0 0.1 -0.1
H 1.1446 6.6394 -1.0026 -0.1 0.0 -0.1
O 1.8214 0.5800 -0.9164 -0.3 0.0 0.0
S 2.5010 0.0766 -2.1944 0.1 -0.1 0.1
C 3.9281 1.1378 -2.2825 0.0 0.1 0.0
C 3.9175 2.3728 -1.6513 0.0 0.0 0.0
C 5.0565 3.1628 -1.7316 0.0 0.0 0.0
C 6.1756 2.7159 -2.4234 0.0 0.0 0.0
C 6.1682 1.4735 -3.0455 0.0 0.0 0.0
C 5.0387 0.6734 -2.9738 0.0 0.0 0.0
C 1.6280 0.6067 -3.6496 0.0 0.1 0.0
C 1.2664 -0.3974 -4.5366 0.0 0.0 0.1
C 0.6183 -0.0555 -5.7164 0.0 0.0 0.0
C 0.3393 1.2739 -5.9885 0.0 0.0 0.0
C 0.7174 2.2726 -5.0933 0.0 0.0 0.0
C 1.3730 1.9461 -3.9208 0.0 0.0 0.0
H 3.0359 2.7029 -1.1141 0.1 0.0 0.0
H 5.0686 4.1330 -1.2516 0.0 0.0 0.0
H 7.0608 3.3360 -2.4760 0.0 0.0 0.0
H 7.0418 1.1257 -3.5798 0.0 0.0 0.0
H 5.0213 -0.3010 -3.4490 0.0 0.0 0.0
H 1.4853 -1.4352 -4.3092 0.0 0.0 0.0
H 0.3313 -0.8313 -6.4125 0.0 0.0 0.0
H -0.1668 1.5397 -6.9076 0.0 0.0 0.0
H 0.5143 3.3114 -5.3215 0.0 0.0 0.0
H 1.6622 2.7157 -3.2174 0.0 0.0 0.0
```
Positions in Å, forces in eV/Å.

molecular weight: 998.29 u
multiplicity: 2
total charge: +1
E_tot: -5832.8112 Eh
energy above the lowest of the compared OMol25 structures with the same formula, charge and spin: 0.000 eV
⟨S²⟩: 0.815



Entry 2:
DFT (ωB97M-V/def2-TZVPD) results for C48H63BGeN5P2RhSSe as an isolated structure.

Geometry as XYZ:
```
123
Properties=species:S:1:pos:R:3:forces:R:3
Rh -0.0034 0.0454 -0.5074 -0.4 0.4 -0.1
C 3.9524 -2.2407 2.8845 0.0 0.0 0.0
C 4.4808 -0.8147 3.0894 0.1 -0.1 0.0
C 4.3462 -0.4840 4.5790 0.0 0.0 0.1
C 5.9648 -0.8264 2.7036 0.0 0.0 0.0
P 3.5281 0.2925 1.8923 0.0 -0.1 0.1
C 1.9931 0.5253 2.9207 0.0 0.1 0.0
N 0.9754 1.3626 2.3002 -0.2 0.0 0.2
B 0.3576 1.3750 1.0037 0.1 0.0 -0.1
N -0.4564 2.5485 0.9564 0.0 0.0 0.0
C -1.2306 2.9757 -0.1717 0.0 0.1 0.0
P -0.6819 1.9359 -1.6056 0.0 -0.2 0.0
C 0.3258 3.1295 -2.6244 0.0 0.0 0.0
C 0.9332 2.5121 -3.8871 0.0 -0.1 0.0
C -0.5174 4.3428 -3.0540 0.0 0.0 0.0
C 1.4650 3.6047 -1.7119 0.0 0.0 0.0
C -2.2743 1.4108 -2.4021 -0.1 0.0 -0.1
C -3.2595 2.5567 -2.6666 0.0 0.0 0.0
C -2.9412 0.4537 -1.3970 0.0 0.1 0.1
C -1.9801 0.6772 -3.7152 0.0 0.0 0.0
C -0.3880 3.2084 2.1781 0.0 0.0 0.0
C -1.0180 4.3637 2.6041 0.0 0.0 0.0
C -0.7591 4.8017 3.8980 0.0 0.0 0.0
C 0.0992 4.0891 4.7258 0.0 0.0 0.0
C 0.7286 2.9246 4.2945 0.0 0.0 0.0
C 0.4826 2.4814 3.0029 -0.1 -0.1 0.0
C 4.3110 2.0020 1.9037 0.0 0.1 -0.1
C 5.4611 1.9794 0.8815 0.0 0.0 0.0
C 3.2602 2.9781 1.3547 0.0 0.1 0.0
C 4.8062 2.5446 3.2432 0.0 0.0 0.0
H 4.5546 -2.9330 3.4794 0.0 0.0 0.0
H 4.0168 -2.5489 1.8386 0.0 0.0 0.0
H 2.9228 -2.3446 3.2291 0.0 0.0 0.0
H 4.9776 -1.1711 5.1499 0.0 0.0 0.0
H 3.3233 -0.6224 4.9384 0.1 0.0 0.0
H 4.6603 0.5291 4.8231 0.0 -0.1 0.0
H 6.4606 -1.6418 3.2366 0.0 0.0 0.0
H 6.4713 0.0972 2.9796 0.0 0.0 0.0
H 6.1074 -0.9944 1.6339 0.0 0.0 0.0
H 2.2544 0.9688 3.8771 0.0 0.0 0.0
H 1.6022 -0.4707 3.1547 0.0 0.0 0.0
H -1.0582 4.0315 -0.3857 0.0 0.0 0.0
H -2.3058 2.8516 -0.0126 0.0 0.0 0.0
H 0.1809 2.2798 -4.6367 0.0 0.0 0.0
H 1.5095 1.6122 -3.6923 0.0 0.1 0.0
H 1.6108 3.2493 -4.3243 0.0 0.0 0.0
H -1.1638 4.1056 -3.8956 0.0 0.0 0.0
H 0.1748 5.1194 -3.3867 0.0 0.0 0.0
H -1.1279 4.7769 -2.2625 0.0 0.0 0.0
H 2.1098 2.7764 -1.4207 0.0 0.0 -0.1
H 1.1118 4.1106 -0.8106 0.0 0.0 0.0
H 2.0711 4.3172 -2.2755 0.0 0.0 0.0
H -3.3760 3.2354 -1.8200 0.0 0.0 0.0
H -4.2409 2.1176 -2.8649 0.0 0.0 0.0
H -2.9847 3.1398 -3.5407 0.0 0.0 0.0
H -3.2784 0.9716 -0.4959 0.0 0.0 0.0
H -2.2992 -0.3894 -1.0994 0.0 0.0 -0.1
H -3.8141 0.0035 -1.8723 0.0 0.0 0.0
H -2.8755 0.1409 -4.0369 0.0 0.0 0.0
H -1.1739 -0.0537 -3.6251 0.0 0.0 0.0
H -1.7143 1.3791 -4.5031 0.0 0.0 0.0
H -1.6908 4.9100 1.9542 0.0 0.0 0.0
H -1.2315 5.7039 4.2623 0.0 0.0 0.0
H 0.2840 4.4419 5.7318 0.0 0.0 0.0
H 1.3812 2.3931 4.9725 0.0 0.0 0.0
H 5.1276 1.5764 -0.0783 0.0 0.0 0.0
H 6.3170 1.3978 1.2130 0.0 -0.1 0.0
H 5.8058 3.0035 0.7141 0.0 0.0 0.0
H 2.7707 2.5789 0.4632 0.0 0.0 0.1
H 3.7611 3.9076 1.0700 0.0 0.0 0.0
H 2.4945 3.2283 2.0909 0.2 0.0 -0.1
H 5.6519 1.9822 3.6367 0.0 0.0 0.0
H 4.0148 2.5562 3.9973 0.0 0.0 0.0
H 5.1373 3.5791 3.1100 0.0 0.0 0.0
C 1.0349 -3.6757 -2.0521 0.0 0.0 0.0
Ge -0.7678 -2.9247 -1.8716 0.0 0.1 -0.1
C -1.7610 -4.1129 -0.6674 -0.1 -0.1 0.1
C -2.4532 -3.7574 0.4878 -0.1 0.2 0.0
C -3.1198 -4.7080 1.2472 0.0 0.0 0.0
C -3.1069 -6.0403 0.8572 0.0 0.0 0.0
C -2.4301 -6.4114 -0.2958 0.0 0.0 0.0
C -1.7601 -5.4564 -1.0489 0.0 0.0 0.0
C -1.6862 -2.7849 -3.5774 -0.1 0.0 -0.1
C -0.9198 -2.8670 -4.7157 0.0 0.0 0.0
C -1.4933 -2.8267 -6.0049 0.0 0.0 0.0
C -2.8408 -2.6916 -6.1434 0.0 0.0 0.0
C -3.6783 -2.5831 -5.0035 0.0 0.0 -0.1
C -5.0766 -2.4113 -5.1537 0.0 0.0 0.0
C -5.8880 -2.2768 -4.0650 0.0 0.0 0.0
C -5.3272 -2.3089 -2.7717 0.0 0.0 0.0
C -3.9815 -2.4775 -2.6011 0.0 -0.1 -0.1
C -3.1081 -2.6261 -3.7074 0.1 0.0 0.1
H 1.2707 -3.8363 -3.1025 0.0 0.0 0.0
H 1.0316 -4.6306 -1.5245 0.0 0.0 0.0
H 1.8079 -3.0350 -1.6300 0.0 0.0 0.0
H -2.4995 -2.7176 0.7976 0.0 -0.1 0.0
H -3.6523 -4.4086 2.1415 0.0 0.0 0.0
H -3.6252 -6.7853 1.4465 0.0 0.0 0.0
H -2.4226 -7.4470 -0.6105 0.0 0.0 0.0
H -1.2414 -5.7717 -1.9494 0.0 0.0 0.0
H 0.1554 -2.9443 -4.6444 0.0 0.0 0.0
H -0.8541 -2.9042 -6.8744 0.0 0.0 0.0
H -3.2957 -2.6592 -7.1266 0.0 0.0 0.0
H -5.4908 -2.3870 -6.1548 0.0 0.0 0.0
H -6.9554 -2.1485 -4.1887 0.0 0.0 0.0
H -5.9700 -2.2076 -1.9056 0.0 0.0 0.0
H -3.5803 -2.5023 -1.5984 0.0 0.0 0.0
S 2.0923 -0.0030 -1.3336 0.2 -0.1 0.0
C 1.8357 -0.5783 -2.9110 -0.3 0.1 0.2
N 1.6609 -0.9797 -3.9802 0.1 0.0 -0.1
Se 0.6440 -2.6755 1.3377 0.1 -0.2 0.1
N -0.4351 -1.2640 1.2151 0.4 -0.1 -0.1
C -1.0498 -1.1121 2.3782 -0.1 0.1 0.1
C -1.9766 -0.0741 2.7027 0.1 -0.1 -0.1
C -2.5023 -0.0564 3.9486 0.0 0.0 0.2
C -2.1702 -1.0508 4.9353 -0.1 0.1 0.0
C -1.3024 -2.0503 4.6685 0.1 -0.1 -0.1
C -0.7033 -2.1047 3.3671 -0.1 0.0 0.1
N 0.1859 -3.0082 2.9943 0.0 0.0 0.0
H -2.2206 0.6808 1.9660 0.0 0.0 0.0
H -3.1924 0.7293 4.2273 0.0 0.0 0.0
H -2.6347 -0.9798 5.9096 0.0 0.0 0.0
H -1.0379 -2.8053 5.3959 0.0 0.0 0.0
```
Positions in Å, forces in eV/Å.

molecular weight: 1069.37 u
multiplicity: 2
total charge: +1
E_tot: -7835.1482 Eh
⟨S²⟩: 0.757